1.
This record from OMol25 describes a cluster of 3 separate species, C15H27BBr4N2O3 in total at a distorted geometry. The level of theory is ωB97M-V/def2-TZVPD.

Positions of all 52 atoms, in Å:
C1 0.50972 2.40536 1.23518
B1 1.22509 2.04689 -0.20909
O1 2.51365 2.65605 -0.48611
N1 0.53037 1.09121 -1.12733
C2 1.47499 0.50252 -2.15207
C3 -0.61758 1.70088 -1.82117
O2 -0.39086 2.72253 -2.53589
O3 -1.96339 1.27695 -1.72611
C4 -2.05154 -0.14093 -1.31654
C5 -2.29061 -0.13158 0.26961
C6 -2.33225 -1.58081 0.96678
C7 -1.40805 -2.69651 0.28103
N2 0.02043 -2.46203 0.63817
C8 0.58992 -2.23222 1.94688
C9 2.11220 -1.98147 1.95634
C10 2.44991 -2.12699 0.43358
C11 1.12918 -2.42278 -0.30040
H1 -0.47190 2.95326 0.99907
H2 1.21279 3.00208 1.91626
H3 0.26624 1.39881 1.74477
H4 2.79290 3.15298 0.31432
H5 2.53522 0.40897 -1.70500
H6 1.11454 -0.55501 -2.40040
H7 1.49404 1.08898 -3.13466
H8 -3.00936 -0.53473 -1.82517
H9 -1.15445 -0.75238 -1.66447
H10 -3.32435 0.36248 0.43586
H11 -1.46495 0.49785 0.74292
H12 -2.06286 -1.41834 2.07902
H13 -3.41845 -1.95557 0.95329
H14 -1.53086 -2.79231 -0.85122
H15 -1.74538 -3.71568 0.71840
H16 -0.13674 -2.22914 2.83920
H17 2.76304 -1.75293 2.86042
H18 3.50228 -2.00914 0.02326
H19 1.04792 -2.58125 -1.43223
Br1 5.68168 3.87629 -1.55600
C12 5.47877 3.65421 -3.48239
C13 4.42806 4.58584 -4.03464
Br2 2.63139 3.94500 -3.63509
H20 5.25919 2.60183 -3.66004
H21 6.45986 3.89178 -3.89909
H22 4.48150 4.62037 -5.12444
H23 4.49968 5.59922 -3.63946
Br3 -4.70038 -0.81151 3.32842
C14 -5.26989 -2.47200 4.17757
C15 -4.44194 -3.64243 3.70665
Br4 -4.97552 -4.21437 1.92112
H24 -6.33400 -2.58535 3.97254
H25 -5.12603 -2.30604 5.24719
H26 -4.60928 -4.51182 4.34504
H27 -3.37394 -3.42701 3.66612

For the LUMO energy, the calculation gives 0.01482 Ha. The spin multiplicity is 1. As for the SMILES: CB(O)N(C)C(=O)OCCCCn1cccc1.BrCCBr.BrCCBr. As for the frontier orbital gap: 8.32 eV.

***

2.
This record from OMol25 describes a cluster of 3 separate species, C15H27BrN2O7 in total at a distorted geometry. The level of theory is ωB97M-V/def2-TZVPD.

Positions of all 52 atoms, in Å:
C1 2.66407 2.32481 0.01792
C2 2.91141 1.11067 -0.92806
O1 4.22574 1.26376 -1.46385
C3 2.88370 -0.21408 -0.09248
O2 1.78776 -1.08214 -0.37590
C4 0.57505 -0.61638 0.19096
C5 -0.21385 -1.96136 0.45926
O3 -1.57220 -1.84040 0.02167
C6 -1.53623 -1.07034 -1.10644
O4 -2.23101 -1.16492 -2.03095
C7 -0.36186 -0.08293 -0.93158
C8 -0.68918 1.42108 -1.06033
C9 -1.37878 2.08339 0.14220
O5 -1.75129 3.16328 0.04747
Br1 -1.71366 1.17230 1.84409
H1 2.37528 3.20107 -0.58417
H2 3.62665 2.55719 0.49493
H3 1.92198 2.11255 0.80381
H4 2.13918 1.07390 -1.70916
H5 4.15852 1.81158 -2.25689
H6 3.78942 -0.76570 -0.39007
H7 2.99544 -0.00447 0.98578
H8 0.62868 -0.09131 1.15121
H9 0.27101 -2.64564 -0.26156
H10 -0.09076 -2.43187 1.43986
H11 0.25800 -0.25299 -1.83628
H12 0.17589 2.02552 -1.35985
H13 -1.40593 1.51666 -1.89454
C10 2.47663 -4.74597 -3.99729
N1 2.15466 -3.35596 -3.73581
C11 2.92419 -2.25716 -3.95311
C12 4.29725 -2.46644 -4.54071
O6 2.50002 -1.14596 -3.67479
H14 1.74313 -5.15421 -4.69479
H15 2.41940 -5.30469 -3.06140
H16 3.47046 -4.85653 -4.41891
H17 1.25145 -3.14094 -3.34197
H18 4.78486 -1.50173 -4.65317
H19 4.90323 -3.08620 -3.87817
H20 4.22230 -2.93434 -5.52351
C13 -5.45432 2.08867 3.50700
N2 -4.34250 2.00228 4.43405
C14 -4.33961 2.23366 5.77433
C15 -5.64355 2.63511 6.41892
O7 -3.30796 2.11538 6.41658
H21 -5.59573 1.11623 3.03156
H22 -5.21603 2.82413 2.73628
H23 -6.37317 2.37912 4.00640
H24 -3.43964 1.73918 4.07074
H25 -5.48111 2.78323 7.48322
H26 -6.00731 3.57002 5.98987
H27 -6.38967 1.84988 6.28760

For the LUMO energy, the calculation gives 0.01867 Ha. The spin multiplicity is 1. The relative energy (zero: lowest compared OMol25 entry of this formula, charge and spin) comes out at 0.0 kJ/mol. As for the SMILES: C[C@@H](O)CO[C@@H]1COC(=O)[C@H]1CC(=O)Br.CNC(C)=O.CNC(C)=O. As for the frontier orbital gap: 9.83 eV.